DFT (wB97M-V/def2-TZVPD) results for an isolated molecule of C6H11N3.

```
20
Properties=species:S:1:pos:R:3:forces:R:3:nbo_charge:R:1
C 1.178 1.401 -0.264 0.6186 0.0527 -3.5597 -0.626
C 0.849 -0.042 -0.632 -1.0366 0.0813 2.5917 0.042
C 0.381 -0.297 -2.051 1.5687 -0.5817 -1.0335 -0.177
C -1.609 0.356 -0.311 -0.6319 0.5344 0.3487 -0.192
C -1.456 -0.102 1.191 -0.4193 -0.7186 -1.4451 -0.202
C 0.930 -0.981 0.611 1.3858 0.1038 -1.3168 0.482
H 1.237 1.580 0.755 -0.0035 0.3143 1.9306 0.219
H 0.351 1.951 -0.742 0.3935 0.4293 0.4693 0.202
H 2.108 1.761 -0.771 -0.5547 -0.3405 0.5910 0.219
H 0.603 0.535 -2.794 -0.4512 -0.9277 0.9116 0.188
H 0.597 -1.335 -2.414 -0.4732 1.0390 -0.0726 0.208
H -1.689 1.446 -0.403 0.0442 0.1867 0.2370 0.162
H -2.572 -0.039 -0.654 0.2711 0.0044 -0.2268 0.207
H -2.251 -0.863 1.324 0.5000 0.1586 0.2507 0.186
H -1.693 0.721 1.848 0.2019 0.3193 0.3078 0.194
H -0.034 -1.099 2.390 -0.2210 0.1470 -0.4847 0.389
H 1.808 -2.329 1.646 -0.0739 -0.2573 0.5230 0.319
N -0.520 -0.195 -0.998 -0.6487 -1.1756 -0.2541 -0.464
N -0.145 -0.686 1.464 0.9887 -0.5306 0.6800 -0.649
N 1.929 -1.783 0.806 -1.4584 1.1612 -0.4482 -0.706
```
Forces are in eV/Å.

Results
charge: 0
molar mass: 125.175 g/mol
lowest unoccupied orbital energy: 0.88 eV
gap between HOMO and LUMO: 9.1 eV
energy: -10867.5899 eV
energy relative to the best compared isomer or geometry (same formula, charge and spin): 311.54 kJ/mol

DFT (wB97M-V/def2-TZVPD) results for a cluster of 2 separate species, C4H9N in total.

```
14
Properties=species:S:1:pos:R:3:forces:R:3:nbo_charge:R:1
C -2.480 -0.577 -0.674 0.5261 -2.3371 -2.6484 -0.067
N -1.836 -1.437 -1.407 -0.5095 -0.0301 1.0619 -0.625
H -1.842 0.022 -0.002 -0.8560 0.0007 -0.3416 0.181
H -3.576 -0.491 -0.848 0.6441 0.4005 0.9499 0.164
H -2.355 -2.165 -1.993 0.1605 1.9328 0.9720 0.349
C 1.461 0.269 -0.541 1.0249 -0.1847 -1.2138 -0.667
C 0.896 0.790 0.690 0.9044 0.0382 3.2556 -0.152
C 1.538 0.761 1.910 -1.9477 -0.0699 -2.2989 -0.416
H 0.887 -0.643 -0.777 0.5270 0.1567 -0.3044 0.245
H 2.545 0.110 -0.447 -0.3500 -0.5502 0.1745 0.210
H 1.420 0.952 -1.394 -0.5545 0.0246 0.0168 0.216
H -0.163 1.051 0.626 0.2811 0.2295 0.3726 0.178
H 0.960 0.952 2.794 -0.0425 0.3578 0.3111 0.192
H 2.545 0.406 2.063 0.1921 0.0312 -0.3073 0.193
```
Forces are in eV/Å.

Results
charge: 0
molar mass: 71.123 g/mol
lowest unoccupied orbital energy: 1.17 eV
gap between HOMO and LUMO: 10.4 eV
energy: -5781.8229 eV
energy relative to the best compared isomer or geometry (same formula, charge and spin): 191.92 kJ/mol

Q: Which value of molar mass does entry 2 give?
A: 71.123 g/mol

Q: energy of number 2 (C4H9N)?
A: -5781.8229 eV

Q: Which value of molar mass does entry 1 give?
A: 125.175 g/mol